# 1
Here is C37H40GeN4O3PdS as an isolated structure from OMol25. Energies are from wB97M-V/def2-TZVPD.

XYZ file:
```
87
C37H40GeN4O3PdS (wB97M-V/def2-TZVPD)
Pd 1.78 -1.57 -1.06
C 4.86 2.57 1.37
C 3.36 2.60 1.65
N 2.56 2.64 0.43
C 2.16 3.98 -0.04
C 0.82 4.40 0.55
C 2.22 1.55 -0.25
S 2.78 0.03 0.37
N 1.45 1.74 -1.33
C 1.32 0.88 -2.32
O 2.04 -0.15 -2.54
C 0.28 1.20 -3.33
C -0.35 2.44 -3.36
C -1.35 2.68 -4.29
C -1.73 1.69 -5.18
C -1.10 0.45 -5.16
C -0.09 0.21 -4.24
H 5.40 2.45 2.31
H 5.19 3.49 0.89
H 5.10 1.72 0.73
H 3.11 3.50 2.22
H 3.06 1.73 2.24
H 2.11 3.97 -1.12
H 2.95 4.67 0.26
H 0.05 3.67 0.29
H 0.52 5.37 0.15
H 0.87 4.48 1.64
H -0.06 3.19 -2.64
H -1.84 3.65 -4.32
H -2.52 1.88 -5.90
H -1.40 -0.32 -5.86
H 0.41 -0.75 -4.21
O -0.64 -3.45 1.35
C -0.16 -3.09 0.29
O 1.12 -3.15 0.01
C -1.11 -2.59 -0.80
C -1.66 -1.18 -0.54
Ge -2.25 -0.73 1.28
C -3.69 -1.89 1.90
C -4.40 -2.69 1.00
C -5.49 -3.43 1.43
C -5.89 -3.39 2.76
C -5.18 -2.61 3.66
C -4.09 -1.86 3.23
C -0.88 -0.48 2.64
C -0.61 -1.45 3.61
C 0.36 -1.23 4.57
C 1.09 -0.04 4.57
C 0.83 0.92 3.61
C -0.14 0.70 2.64
C -3.06 1.06 1.08
C -3.30 1.83 2.22
C -3.92 3.07 2.15
C -4.32 3.57 0.91
C -4.09 2.83 -0.23
C -3.46 1.59 -0.15
H -1.95 -3.29 -0.80
H -0.62 -2.65 -1.78
H -2.51 -1.01 -1.20
H -0.92 -0.41 -0.79
H -4.10 -2.73 -0.04
H -6.04 -4.05 0.72
H -6.74 -3.97 3.09
H -5.49 -2.57 4.70
H -3.55 -1.25 3.95
H -1.15 -2.39 3.59
H 0.57 -1.99 5.31
H 1.84 0.13 5.33
H 1.39 1.85 3.61
H -0.34 1.46 1.90
H -2.99 1.46 3.19
H -4.10 3.64 3.05
H -4.82 4.53 0.85
H -4.39 3.21 -1.20
H -3.28 1.04 -1.07
C 6.62 -3.88 -2.39
N 5.22 -3.63 -2.66
C 4.55 -3.88 -3.84
C 3.27 -3.46 -3.65
N 3.14 -2.96 -2.38
C 4.33 -3.07 -1.82
H 7.06 -4.39 -3.24
H 6.72 -4.53 -1.51
H 7.15 -2.95 -2.21
H 5.04 -4.33 -4.69
H 2.44 -3.50 -4.33
H 4.57 -2.78 -0.81
```

=====

# 2
Here is one molecule with the formula C25H33F3N4O4 from OMol25. Energies are from wB97M-V/def2-TZVPD.

XYZ file:
```
69
Properties=species:S:1:pos:R:3
C 1.92 -5.76 2.08
H 2.68 -6.33 1.54
H 1.11 -5.52 1.39
C 2.52 -4.51 2.70
H 1.74 -3.96 3.23
H 3.25 -4.82 3.46
C 3.25 -3.55 1.73
C 3.72 -2.35 2.56
H 4.28 -1.64 1.95
H 2.88 -1.82 3.01
H 4.37 -2.68 3.36
C 4.49 -4.26 1.18
H 5.18 -3.55 0.73
H 4.22 -5.00 0.43
H 5.02 -4.77 1.98
C 2.33 -3.13 0.56
C 1.01 -2.49 1.01
C 0.09 -2.25 -0.18
H -0.17 -3.19 -0.66
H -0.84 -1.77 0.16
C 0.75 -1.36 -1.25
N 0.83 0.02 -0.85
C 0.11 0.86 -1.63
O -0.04 2.04 -1.51
N -0.45 0.06 -2.64
C -0.15 -1.26 -2.48
O -0.54 -2.16 -3.18
C -1.28 0.59 -3.70
H -0.68 1.21 -4.37
C -2.39 1.49 -3.14
O -2.51 2.64 -3.52
N -3.23 0.94 -2.23
C -4.01 1.88 -1.44
H -4.38 2.66 -2.11
C -3.08 2.46 -0.36
O -2.52 1.74 0.43
N -2.96 3.81 -0.41
C -2.15 4.58 0.43
C -0.90 4.11 0.84
C -0.11 4.88 1.67
C -0.55 6.12 2.11
C -1.78 6.60 1.71
C -2.58 5.83 0.88
C -3.93 6.33 0.47
F -4.93 5.47 0.78
F -4.04 6.52 -0.87
F -4.26 7.50 1.02
H -2.13 7.56 2.04
H 0.07 6.72 2.76
H 0.86 4.52 1.97
H -0.55 3.17 0.46
H -3.50 4.30 -1.11
H -4.84 1.36 -0.97
C -3.21 -0.41 -1.74
H -2.67 -0.47 -0.78
H -2.75 -1.09 -2.45
H -4.24 -0.74 -1.57
H -1.69 -0.26 -4.26
H 1.26 0.33 0.00
C 2.11 -1.94 -1.65
C 3.00 -2.17 -0.43
H 3.95 -2.59 -0.78
H 3.21 -1.22 0.05
H 1.93 -2.88 -2.17
H 2.60 -1.25 -2.34
H 0.49 -3.13 1.71
H 1.21 -1.54 1.51
H 2.08 -4.04 0.01
H 1.51 -6.40 2.86
```

SMILES: CCC(C)(C)[C@H]1CC[C@]2(CC1)NC(=O)N(CC(=O)N(C)CC(=O)Nc1ccccc1C(F)(F)F)C2=O
ΔE to the lowest compared entry with this formula, charge and spin: 1.0 kcal per mole

=====

For each record above, in turn, the calculated HOMO energy values are -8.3, -8.9 eV.
For each record above, in turn, the calculated frontier orbital gap values are 7.2, 9.4 eV.